[1]
{
  "formula": "C24H29O3RuSSi",
  "method": "ωB97M-V with the def2-TZVPD basis set",
  "total_energy_ha": -1940.09894,
  "homo_lumo_gap_ev": [6.734, 7.075],
  "s2": 8.773,
  "spin_multiplicity": 6,
  "homo_ev": [-6.172, -7.549],
  "elements": ["Ru", "C", "O", "C", "C", "O", "C", "C", "O", "C", "H", "H", "H", "H", "H", "H", "H", "H", "H", "H", "H", "H", "H", "H", "S", "C", "C", "C", "C", "C", "C", "Si", "C", "C", "C", "C", "C", "C", "C", "C", "C", "C", "C", "C", "H", "H", "H", "H", "H", "H", "H", "H", "H", "H", "H", "H", "H", "H", "H"],
  "xyz": [[0.04413, -0.82939, -1.70203], [3.44018, -1.10166, -2.46712], [2.33591, -0.21323, -2.38758], [2.54778, 1.03942, -3.00648], [1.43528, 1.97420, -2.59522], [0.18781, 1.43112, -3.00153], [-0.89588, 2.22929, -2.54971], [-2.19517, 1.51329, -2.82595], [-2.18203, 0.30580, -2.09987], [-3.39270, -0.43068, -2.17557], [3.75692, -1.24535, -3.50325], [3.10814, -2.05078, -2.05345], [4.28016, -0.71428, -1.88243], [2.56937, 0.92202, -4.09546], [3.49624, 1.47318, -2.67054], [1.59167, 2.95323, -3.06220], [1.45038, 2.09513, -1.50511], [-0.88452, 3.19762, -3.06202], [-0.80152, 2.39463, -1.46900], [-2.31201, 1.31378, -3.89778], [-3.02300, 2.15081, -2.49292], [-3.66863, -0.61996, -3.21678], [-4.19732, 0.11365, -1.67177], [-3.21649, -1.37624, -1.66969], [-0.49790, -2.81054, -2.53918], [1.95276, -4.33734, 2.37742], [2.47577, -3.08879, 2.67961], [1.86131, -1.94035, 2.19929], [0.72300, -2.01750, 1.39357], [0.21847, -3.28565, 1.08767], [0.81812, -4.43274, 1.58315], [-0.14055, -0.46745, 0.68911], [0.84851, 1.03965, 1.31633], [0.32867, 1.95811, 2.23160], [1.07560, 3.04778, 2.65941], [2.36653, 3.23995, 2.18984], [2.90529, 2.33565, 1.28373], [2.14988, 1.25700, 0.84970], [-1.89804, -0.31142, 1.38750], [-2.68583, 0.78492, 1.02383], [-3.98434, 0.92775, 1.48642], [-4.53177, -0.04105, 2.31761], [-3.77131, -1.14339, 2.67789], [-2.46810, -1.27681, 2.21749], [2.42754, -5.23385, 2.75632], [3.36218, -3.00745, 3.29762], [2.26607, -0.97074, 2.46523], [-0.63675, -3.37035, 0.42699], [0.40803, -5.40502, 1.33840], [-0.66970, 1.80770, 2.62301], [0.64962, 3.74524, 3.37079], [2.94934, 4.08438, 2.53536], [3.91693, 2.47175, 0.91927], [2.57502, 0.56271, 0.13033], [-2.27046, 1.54119, 0.36431], [-4.57213, 1.79264, 1.20192], [-5.54558, 0.06080, 2.68387], [-4.19655, -1.90168, 3.32421], [-1.88431, -2.14072, 2.51384]],
  "mulliken_charge": [-0.07, -0.98, 0.12, -0.78, -0.30, -0.32, -0.45, -0.78, 0.29, -0.93, 0.29, 0.24, 0.33, 0.46, 0.44, 0.43, 0.08, 0.42, 0.23, 0.44, 0.41, 0.28, 0.32, 0.19, -0.57, -0.48, -0.63, -0.28, 0.45, -0.25, -0.79, 0.93, 0.29, -0.48, -0.57, -0.54, -0.72, -0.45, 0.25, 0.07, -0.80, -0.56, -0.58, -0.48, 0.37, 0.40, 0.31, 0.31, 0.39, 0.39, 0.39, 0.37, 0.42, 0.63, 0.32, 0.42, 0.37, 0.39, 0.36]
}

=====

[2]
{
  "formula": "C33H46AlBrNOSi",
  "method": "ωB97M-V with the def2-TZVPD basis set",
  "total_energy_ha": -4521.20423,
  "homo_lumo_gap_ev": 8.069,
  "homo_ev": -5.603,
  "total_charge": -1,
  "elements": ["C", "C", "N", "C", "Al", "C", "Br", "C", "C", "O", "Si", "C", "C", "C", "H", "H", "H", "H", "H", "H", "H", "H", "H", "H", "H", "H", "H", "H", "H", "H", "H", "H", "H", "H", "H", "H", "C", "C", "C", "C", "C", "C", "H", "H", "H", "H", "H", "H", "C", "C", "C", "C", "C", "C", "H", "H", "H", "H", "H", "H", "C", "C", "C", "C", "C", "C", "H", "H", "H", "H", "H", "H", "C", "C", "C", "C", "C", "C", "H", "H", "H", "H", "H", "H"],
  "xyz": [[-2.92097, -3.36399, 2.18923], [-2.93460, -2.84275, 0.77557], [-3.47389, -1.69302, 0.59848], [-2.28730, -3.64636, -0.28305], [-0.40762, -3.02995, -0.78235], [-0.23620, -3.04317, -2.78323], [1.19539, -4.64837, 0.05618], [0.07428, -1.28433, 0.09147], [0.30807, -0.16260, -0.89264], [0.78560, 1.05488, -0.27543], [2.41910, 1.26802, -0.23543], [2.76763, 2.42284, 1.19898], [3.38793, -0.32386, 0.01270], [3.05857, 2.05863, -1.81547], [-2.94481, -4.45024, 2.22296], [-2.01746, -3.02490, 2.69597], [-3.78178, -2.97051, 2.72431], [-3.37616, -1.41935, -0.38042], [-2.20812, -4.69126, 0.02090], [-2.90650, -3.60738, -1.18051], [-1.20152, -3.19951, -3.27142], [0.20084, -2.13656, -3.20539], [0.40130, -3.88129, -3.07442], [0.97611, -1.45830, 0.68439], [-0.69050, -0.94607, 0.79631], [0.99753, -0.46503, -1.68875], [-0.63515, 0.08052, -1.38752], [2.77992, 1.82463, 2.11195], [2.00308, 3.18765, 1.30957], [3.75080, 2.88525, 1.10800], [2.88907, -1.20324, -0.38515], [3.61926, -0.45719, 1.06758], [4.34201, -0.23053, -0.51236], [2.83443, 1.45471, -2.69596], [4.14745, 2.09315, -1.73109], [2.67316, 3.06532, -1.96345], [-5.95512, 0.25498, 1.46073], [-6.49363, 1.15347, 2.37367], [-7.79304, 1.61987, 2.22103], [-8.56177, 1.18513, 1.15016], [-8.02793, 0.28579, 0.23632], [-6.72778, -0.17675, 0.39218], [-4.94288, -0.11897, 1.57079], [-5.89515, 1.48856, 3.21173], [-8.20599, 2.32229, 2.93500], [-9.57583, 1.54583, 1.02821], [-8.62795, -0.05587, -0.59829], [-6.30901, -0.88109, -0.31519], [7.93190, -2.79910, -0.39769], [8.24984, -3.05151, 0.92957], [7.24815, -3.38845, 1.82956], [5.93012, -3.47454, 1.40228], [5.61206, -3.22358, 0.07530], [6.61337, -2.88456, -0.82381], [8.71215, -2.53420, -1.10029], [9.27808, -2.98503, 1.26266], [7.49469, -3.58213, 2.86595], [5.14716, -3.73560, 2.10222], [4.58324, -3.28958, -0.25495], [6.36334, -2.68398, -1.85774], [-4.15910, 4.64445, 5.00611], [-4.00895, 3.39316, 4.42494], [-3.58450, 2.31714, 5.19153], [-3.31332, 2.49256, 6.54127], [-3.46452, 3.74347, 7.12342], [-3.88661, 4.81997, 6.35571], [-4.48857, 5.48298, 4.40612], [-4.21914, 3.25520, 3.37226], [-3.46144, 1.34361, 4.73443], [-2.98095, 1.65350, 7.13874], [-3.25184, 3.87974, 8.17621], [-4.00162, 5.79644, 6.80911], [4.31363, 1.79467, -6.79057], [3.61499, 1.30414, -7.88483], [2.23364, 1.42606, -7.93721], [1.55127, 2.03994, -6.89624], [2.25013, 2.53318, -5.80362], [3.63122, 2.41011, -5.75066], [5.39037, 1.69269, -6.74549], [4.14678, 0.82065, -8.69439], [1.68737, 1.03464, -8.78578], [0.47318, 2.12702, -6.93252], [1.71822, 3.00435, -4.98737], [4.17274, 2.78352, -4.89106]],
  "mulliken_charge": [-1.35, 0.54, -0.35, -1.02, -0.10, -1.10, -0.52, -0.23, -0.68, -0.50, 0.58, -1.17, -0.94, -1.05, 0.37, 0.25, 0.37, 0.15, 0.40, 0.43, 0.32, 0.33, 0.25, 0.08, 0.49, 0.33, 0.37, 0.31, 0.30, 0.33, 0.16, 0.35, 0.37, 0.24, 0.34, 0.36, -0.53, -0.16, -0.55, -0.30, -0.49, -0.32, 0.46, 0.38, 0.37, 0.35, 0.34, 0.41, -0.33, -0.37, -0.33, -0.47, -0.38, -0.42, 0.35, 0.34, 0.36, 0.39, 0.46, 0.38, -0.46, -0.42, -0.36, -0.42, -0.34, -0.32, 0.36, 0.49, 0.44, 0.35, 0.35, 0.35, -0.40, -0.34, -0.34, -0.44, -0.33, -0.30, 0.35, 0.35, 0.35, 0.36, 0.38, 0.37]
}

=====

[3]
{
  "formula": "C2H2N2O",
  "method": "ωB97M-V with the def2-TZVPD basis set",
  "total_energy_ha": -262.07811,
  "homo_lumo_gap_ev": 11.230,
  "smiles": "c1conn1",
  "homo_ev": -10.435,
  "elements": ["C", "C", "O", "N", "N", "H", "H"],
  "xyz": [[0.80234, 0.20402, 0.08156], [-0.50551, 0.63296, -0.01060], [-1.28159, -0.41454, 0.01963], [-0.51010, -1.50686, 0.03177], [0.76130, -1.10647, -0.03184], [1.75731, 0.66080, -0.04126], [-1.02376, 1.53008, -0.04925]],
  "mulliken_charge": [-0.41, 0.01, -0.05, -0.11, -0.23, 0.36, 0.43]
}